# 1
A 2-piece molecular cluster, CHBrNO2 overall in a non-equilibrium geometry, computed with ωB97M-V/def2-TZVPD.

Energy = -76678.666 eV
Net charge = -1
HOMO-LUMO gap (alpha / beta) = 7.61 / 7.61 eV
Energy relative to the best compared isomer or geometry (same formula, charge and spin) = 76.3 kcal per mole
Lowest unoccupied orbital energy (alpha / beta) = 3.307 / 3.308 eV

Positions of all 6 atoms, in Å:
C: -0.028 0.837 -0.119
N: 0.002 -0.513 0.367
O: 1.064 1.341 -0.348
O: -1.189 1.262 -0.112
Br: -1.367 -1.644 0.094
H: 1.518 -1.282 0.117

# 2
An isolated molecule of C5H8O2 in a non-equilibrium geometry, computed with ωB97M-V/def2-TZVPD.

Energy = -9404.601 eV
Net charge = 0
HOMO-LUMO gap = 9.59 eV
Energy relative to the best compared isomer or geometry (same formula, charge and spin) = 120.6 kcal per mole
SMILES = C1CO[C@@H]2C[C@@H]2O1
Lowest unoccupied orbital energy = 1.099 eV

Positions of all 15 atoms, in Å:
C: 1.558 -0.303 -0.302
C: 1.118 1.132 -0.526
O: -0.196 0.977 -1.023
C: -1.065 0.012 -0.514
C: -1.580 -0.001 0.859
C: -0.897 -1.276 0.533
O: 0.638 -0.933 0.645
H: 1.659 -0.770 -1.300
H: 2.565 -0.315 0.152
H: 1.171 1.723 0.404
H: 1.661 1.692 -1.308
H: -1.618 -0.357 -1.345
H: -1.078 0.540 1.651
H: -2.666 0.029 0.891
H: -1.269 -2.150 1.184

# 3
A 6-piece molecular cluster, C32H72BrFO11 overall in a non-equilibrium geometry, computed with ωB97M-V/def2-TZVPD.

Energy = -129623.173 eV
Net charge = 0
HOMO-LUMO gap = 9.62 eV
SMILES = CO[C@H](CCF)[C@@H](CC(=O)Br)OCCOCOCCO.CCOCC.CCOCC.CCOCC.CCOCC.CCOCC
Lowest unoccupied orbital energy = 0.023 eV

Positions of all 117 atoms, in Å:
C: 2.292 -6.830 0.244
O: 1.231 -5.818 0.092
C: 0.151 -6.273 -0.798
C: 0.310 -5.718 -2.363
C: 1.741 -6.229 -3.056
F: 2.733 -5.172 -2.754
C: -1.279 -5.759 -0.098
C: -1.175 -4.199 0.398
C: -2.605 -3.492 0.774
O: -3.814 -4.056 0.729
Br: -2.515 -1.567 1.427
O: -2.299 -5.885 -1.168
C: -3.000 -7.175 -1.073
C: -3.670 -7.628 -2.520
O: -3.610 -6.584 -3.559
C: -4.675 -5.553 -3.323
O: -4.469 -4.504 -4.333
C: -3.921 -3.265 -3.741
C: -2.283 -3.267 -3.562
O: -1.743 -4.093 -4.668
H: 2.159 -7.781 -0.428
H: 2.464 -7.174 1.364
H: 3.300 -6.311 -0.116
H: 0.044 -7.460 -0.851
H: 0.248 -4.535 -2.283
H: -0.535 -6.099 -3.078
H: 1.497 -6.352 -4.208
H: 1.997 -7.283 -2.596
H: -1.539 -6.432 0.837
H: -0.503 -4.139 1.378
H: -0.714 -3.578 -0.504
H: -3.863 -7.031 -0.276
H: -2.238 -8.010 -0.751
H: -3.024 -8.545 -2.902
H: -4.773 -8.034 -2.316
H: -4.557 -5.057 -2.250
H: -5.759 -6.042 -3.354
H: -4.159 -2.397 -4.526
H: -4.487 -2.930 -2.747
H: -1.846 -2.172 -3.699
H: -1.908 -3.666 -2.526
H: -0.796 -3.793 -4.878
C: -1.465 2.880 1.425
C: -0.440 1.761 1.332
O: 0.811 2.180 0.792
C: 1.503 3.199 1.512
C: 1.844 2.806 2.939
H: -1.638 3.324 0.437
H: -2.415 2.497 1.811
H: -1.134 3.681 2.088
H: -0.827 0.987 0.661
H: -0.291 1.281 2.303
H: 0.932 4.133 1.484
H: 2.434 3.391 0.966
H: 0.949 2.608 3.534
H: 2.405 3.606 3.431
H: 2.451 1.894 2.950
C: -2.063 6.622 -3.656
C: -2.583 6.378 -2.248
O: -3.905 5.843 -2.216
C: -4.096 4.585 -2.859
C: -3.246 3.471 -2.272
H: -2.732 7.302 -4.198
H: -1.062 7.065 -3.622
H: -2.000 5.698 -4.233
H: -2.619 7.334 -1.717
H: -1.902 5.737 -1.682
H: -3.929 4.684 -3.937
H: -5.153 4.326 -2.734
H: -2.177 3.673 -2.376
H: -3.460 2.524 -2.776
H: -3.454 3.354 -1.203
C: -3.099 8.783 4.147
C: -3.301 9.038 2.662
O: -2.440 8.264 1.830
C: -2.558 6.847 1.939
C: -3.944 6.328 1.597
H: -2.059 8.986 4.432
H: -3.758 9.427 4.738
H: -3.315 7.747 4.416
H: -3.078 10.089 2.453
H: -4.345 8.882 2.374
H: -2.248 6.519 2.936
H: -1.836 6.417 1.235
H: -4.707 6.720 2.274
H: -3.968 5.236 1.660
H: -4.224 6.627 0.581
C: 7.698 -6.213 -1.801
C: 7.204 -7.625 -1.526
O: 5.820 -7.808 -1.814
C: 5.417 -7.576 -3.162
C: 6.112 -8.480 -4.165
H: 7.118 -5.485 -1.220
H: 8.755 -6.119 -1.529
H: 7.599 -5.944 -2.854
H: 7.334 -7.840 -0.461
H: 7.804 -8.364 -2.065
H: 5.553 -6.520 -3.419
H: 4.338 -7.766 -3.204
H: 7.194 -8.327 -4.173
H: 5.739 -8.286 -5.175
H: 5.932 -9.532 -3.921
C: 3.654 5.868 7.403
C: 4.361 6.190 6.096
O: 3.486 6.235 4.972
C: 2.437 7.200 5.024
C: 2.937 8.630 5.144
H: 3.128 4.908 7.327
H: 4.376 5.810 8.224
H: 2.912 6.626 7.662
H: 5.094 5.403 5.891
H: 4.926 7.123 6.173
H: 1.739 6.955 5.831
H: 1.873 7.101 4.089
H: 3.502 8.790 6.065
H: 2.095 9.329 5.141
H: 3.599 8.875 4.307

# 4
C20H17N4O3PdS2 as an isolated structure, computed with ωB97M-V/def2-TZVPD.

Energy = -58270.846 eV
Net charge = -1
HOMO-LUMO gap = 4.95 eV
Energy relative to the best compared isomer or geometry (same formula, charge and spin) = 17.0 kcal per mole
Lowest unoccupied orbital energy = 2.285 eV

Positions of all 47 atoms, in Å:
Pd: 0.271 -0.571 -1.936
N: -1.759 -3.485 -2.367
C: -0.530 -3.669 -2.939
N: 0.428 -2.819 -2.790
C: 1.589 -3.243 -3.391
C: 1.515 -4.444 -4.019
S: -0.083 -5.095 -3.836
C: 2.705 -2.293 -3.296
C: 3.967 -2.381 -3.784
S: 4.841 -0.936 -3.402
C: 3.413 -0.308 -2.639
N: 2.404 -1.114 -2.650
N: 3.373 0.907 -2.003
H: -1.834 -2.536 -1.999
H: -2.555 -3.797 -2.897
H: 2.268 -4.969 -4.582
H: 4.429 -3.179 -4.340
H: 3.849 1.661 -2.471
H: 2.407 1.127 -1.751
O: -0.894 -0.478 0.744
C: -1.172 0.887 0.999
C: -1.455 1.610 -0.394
O: -1.865 2.773 -0.313
O: -1.198 0.965 -1.429
C: 0.083 1.546 1.565
C: 1.323 1.104 1.098
C: 2.499 1.683 1.548
C: 2.461 2.716 2.474
C: 1.234 3.169 2.934
C: 0.055 2.594 2.480
C: -2.367 0.997 1.956
C: -2.756 -0.124 2.692
C: -3.805 -0.071 3.597
C: -4.508 1.107 3.787
C: -4.147 2.225 3.048
C: -3.096 2.173 2.144
H: -0.349 -0.819 1.462
H: 1.346 0.319 0.343
H: 3.443 1.332 1.148
H: 3.379 3.171 2.826
H: 1.187 3.979 3.653
H: -0.890 2.968 2.843
H: -2.245 -1.063 2.534
H: -4.076 -0.964 4.148
H: -5.332 1.152 4.489
H: -4.693 3.153 3.167
H: -2.860 3.041 1.548

# 5
C3H18Fe2O10 as an isolated structure in a non-equilibrium geometry, computed with ωB97M-V/def2-TZVPD.

Energy = -92634.669 eV
2S+1 = 9
Net charge = +2
HOMO-LUMO gap (alpha / beta) = 6.48 / 6.23 eV
Lowest unoccupied orbital energy (alpha / beta) = -8.847 / -9.088 eV

Positions of all 33 atoms, in Å:
Fe: 8.320 32.538 -18.538
Fe: 4.540 34.728 -15.297
C: 6.194 33.056 -16.332
O: 5.925 33.126 -15.156
O: 7.132 32.435 -16.848
O: 5.440 33.791 -16.994
C: 2.611 31.961 -18.488
C: 3.166 32.381 -19.846
O: 4.306 33.194 -19.613
H: 2.166 32.802 -17.956
H: 3.304 31.474 -17.802
H: 1.745 31.343 -18.723
H: 2.459 32.990 -20.409
H: 3.631 31.559 -20.390
H: 4.550 33.195 -18.685
O: 5.809 29.863 -16.696
H: 6.449 30.572 -16.636
H: 6.138 29.301 -17.397
O: 7.453 34.522 -18.878
H: 6.602 34.678 -18.468
H: 7.803 35.397 -19.047
O: 7.744 32.499 -13.183
H: 7.225 32.729 -13.954
H: 7.206 31.861 -12.714
O: 2.721 33.407 -15.373
H: 3.011 32.496 -15.338
H: 1.766 33.358 -15.318
O: 5.676 30.772 -13.412
H: 5.772 31.349 -14.169
H: 4.730 30.719 -13.270
O: 6.854 31.392 -19.567
H: 6.554 30.517 -19.321
H: 6.317 31.626 -20.324

What is the net charge in the third record? 0